1.
21
Properties=species:S:1:pos:R:3:mulliken_charge:R:1 method="wB97M-V/def2-TZVPD" e_tot_ev=-11441.5252 total_charge=0 relative_energy_kcal_mol=72.5
C 1.59 -0.39 -1.13 -1.05
C 0.73 -0.12 0.03 0.74
C -1.14 -1.53 -0.33 -0.73
C -1.81 -1.05 -1.60 -0.45
C 0.53 1.43 1.97 -0.42
C 2.05 1.09 1.96 -0.32
H 1.45 -1.51 -1.35 0.27
H 2.61 -0.14 -0.86 0.39
H 1.15 0.25 -1.91 0.21
H -0.52 -2.36 -0.57 0.36
H -1.90 -1.91 0.29 0.41
H -2.57 -1.79 -1.96 0.33
H -1.02 -0.90 -2.28 0.29
H -1.79 0.78 -1.14 0.32
H 0.24 2.43 2.08 0.26
H -0.19 0.65 2.34 0.21
H 2.41 0.08 2.34 0.25
H 2.74 2.04 2.01 0.22
N -0.42 -0.50 0.43 -0.54
N 1.17 1.06 0.70 -0.24
O -2.44 0.24 -1.54 -0.53


2.
46
Properties=species:S:1:pos:R:3:mulliken_charge:R:1 method="wB97M-V/def2-TZVPD" e_tot_ev=-44386.2788 total_charge=0 smiles="CN(C(=O)c1ccc(SCc2ccccc2B(O)O)nc1)c1ccc(F)cc1" relative_energy_kcal_mol=13.0
O 0.11 -0.46 -3.27 -0.58
F 1.31 -5.53 -7.29 -0.31
N 0.69 -0.10 1.05 -0.49
O -1.95 3.79 6.78 -0.55
O -0.02 3.36 5.40 -0.52
S 0.59 2.08 2.59 -0.20
B -1.39 3.36 5.60 0.72
C 1.04 -0.86 -2.59 0.58
C 0.86 -0.72 -0.09 -0.15
C 0.83 1.22 1.05 0.29
C 1.17 1.92 -0.09 -0.56
C -4.55 3.13 3.31 -0.49
C -4.19 2.14 2.41 -0.58
C 1.89 -5.08 -5.03 -0.63
C 1.01 -3.33 -6.32 -0.61
C -3.62 3.55 4.26 -0.63
C 1.36 1.28 -1.30 -0.82
C 2.06 -4.21 -3.93 -0.32
C 1.11 -2.49 -5.22 -0.33
C -2.95 1.56 2.53 -0.47
C 1.38 -4.65 -6.23 0.30
C -2.37 2.96 4.40 0.34
C 1.23 -0.11 -1.28 0.22
C 1.68 -2.89 -3.99 0.41
C -2.06 1.91 3.53 0.35
N 1.91 -1.94 -2.91 0.16
C -0.72 1.26 3.55 -1.04
C 3.08 -2.16 -1.99 -1.01
H -1.36 4.14 7.50 0.27
H 0.48 3.75 6.14 0.25
H 0.72 -1.80 -0.10 0.41
H 1.26 2.98 -0.03 0.43
H -5.56 3.50 3.24 0.39
H -4.88 1.82 1.64 0.38
H 2.19 -6.10 -4.95 0.42
H 0.52 -3.02 -7.20 0.42
H -3.98 4.18 5.05 0.39
H 1.52 1.81 -2.23 0.46
H 2.47 -4.62 -3.02 0.27
H 0.71 -1.48 -5.31 0.36
H -2.57 0.88 1.77 0.39
H -0.75 0.21 3.28 0.57
H -0.36 1.33 4.59 0.44
H 3.04 -3.14 -1.57 0.31
H 3.97 -1.96 -2.59 0.32
H 3.05 -1.47 -1.13 0.44


| no. | gap between HOMO and LUMO (eV) |
| --- | --- |
| 1 | 9.9 |
| 2 | 8.4 |